{"formula": "C35H37AsBIrN13O2S4", "method": "ωB97M-V with the def2-TZVPD basis set", "spin_multiplicity": 5, "orbital_gap_ev": [6.95, 4.82], "de_lowest_kcal_mol": 3.9, "fmax_ev_per_a": 0.50, "lumo_ha": [-0.105, -0.208], "total_charge": 1, "symbols": ["Ir", "C", "C", "N", "N", "C", "B", "N", "C", "C", "C", "N", "N", "C", "C", "C", "N", "N", "C", "C", "C", "N", "H", "H", "H", "H", "H", "H", "H", "H", "H", "H", "H", "H", "S", "C", "C", "C", "C", "N", "C", "C", "C", "S", "C", "N", "H", "H", "C", "C", "As", "C", "C", "C", "C", "H", "H", "H", "H", "H", "H", "H", "H", "H", "H", "H", "H", "H", "H", "H", "N", "C", "C", "C", "C", "C", "C", "S", "O", "O", "N", "C", "S", "C", "C", "N", "H", "H", "H", "H", "H", "H", "H", "H"], "positions_angstrom": [[-0.678083, 0.279084, 0.198949], [-4.505232, 0.888723, -1.462871], [-3.167801, 0.541521, -1.580039], [-2.616682, 0.423232, -0.365017], [-3.581976, 0.692040, 0.546709], [-4.720421, 0.988052, -0.098087], [-3.283291, 0.791406, 2.088042], [-2.570174, -0.499061, 2.578647], [-2.814242, -1.232366, 3.683762], [-1.846636, -2.211415, 3.771374], [-1.028131, -1.998996, 2.656225], [-1.477171, -0.966054, 1.950858], [-2.283387, 1.970121, 2.258440], [-2.289868, 3.072908, 3.031826], [-1.126525, 3.780654, 2.795524], [-0.443682, 3.032259, 1.843028], [-1.148695, 1.954702, 1.509742], [-4.591331, 0.914514, 2.832245], [-5.626796, 0.029130, 2.734838], [-6.517599, 0.317244, 3.729008], [-5.926622, 1.396825, 4.422299], [-4.768602, 1.742679, 3.893528], [-5.216462, 1.060137, -2.253038], [-2.574315, 0.391495, -2.467123], [-5.611793, 1.258489, 0.445704], [-3.645998, -1.011543, 4.335348], [-1.747672, -2.967945, 4.532331], [-0.147337, -2.536105, 2.334183], [-3.113405, 3.254614, 3.698845], [-0.813965, 4.701205, 3.259316], [0.520098, 3.218875, 1.393509], [-5.652462, -0.731972, 1.967876], [-7.453529, -0.175451, 3.934651], [-6.302040, 1.931857, 5.281625], [0.016102, 1.994411, -1.946259], [0.623465, 3.476212, -1.271548], [1.950818, 3.749847, -0.978152], [2.262490, 4.954399, -0.356606], [3.630204, 5.212131, 0.006640], [4.718238, 5.411509, 0.320475], [1.264425, 5.912489, -0.047355], [-0.050540, 5.656866, -0.369737], [-0.378934, 4.434621, -0.978178], [-1.944067, 3.939803, -1.389619], [1.620223, 7.144204, 0.606610], [1.896625, 8.123762, 1.140827], [2.739178, 3.045482, -1.217432], [-0.822702, 6.380291, -0.141317], [-0.072972, -0.678551, -4.079419], [-0.861239, -1.687969, -3.246122], [-0.490623, -1.711636, -1.323725], [1.119219, -2.813885, -1.277503], [0.923892, -4.270582, -1.685376], [-1.871893, -2.939758, -0.653329], [-2.577704, -3.820430, -1.682206], [-0.164121, -0.934494, -5.135967], [0.987252, -0.666579, -3.826397], [-0.453433, 0.335561, -3.956689], [-0.616498, -2.703810, -3.548877], [-1.933989, -1.568867, -3.383015], [1.524274, -2.742880, -0.266865], [1.827088, -2.312350, -1.933028], [0.208129, -4.787896, -1.047148], [1.878484, -4.792561, -1.602105], [0.591141, -4.367964, -2.719394], [-2.596569, -2.323315, -0.123841], [-1.378421, -3.549847, 0.104185], [-3.240065, -3.234638, -2.320385], [-3.191371, -4.560772, -1.167040], [-1.881245, -4.361362, -2.322478], [6.839449, -4.767478, -1.257839], [6.111656, -3.632367, -1.457664], [5.001699, -3.639552, -2.319705], [4.263790, -2.495835, -2.518973], [4.611240, -1.320779, -1.855900], [5.727725, -1.287722, -1.020995], [6.468801, -2.432511, -0.822516], [3.665537, 0.119016, -2.124759], [3.090754, 0.040588, -3.433381], [4.440871, 1.274064, -1.741480], [2.352593, -0.006693, -1.107541], [2.353312, 0.375980, 0.123786], [3.695689, 0.999660, 1.089602], [2.698794, 0.980050, 2.503946], [1.439451, 0.616820, 2.225715], [1.188652, 0.314854, 0.894048], [6.618156, -5.613475, -1.747021], [7.656137, -4.761298, -0.677657], [4.747190, -4.550208, -2.850368], [3.435312, -2.492734, -3.217234], [6.031440, -0.353350, -0.568026], [7.348859, -2.404900, -0.189320], [3.094215, 1.261808, 3.467951], [0.635599, 0.533775, 2.941405]], "atomic_forces_ev_per_a": [[0.459, -0.115, 0.093], [0.022, 0.047, 0.017], [-0.073, -0.043, 0.076], [-0.349, 0.139, -0.324], [-0.095, 0.013, 0.041], [-0.013, 0.000, -0.018], [0.165, -0.053, 0.051], [-0.139, -0.010, -0.095], [0.027, -0.001, 0.010], [0.066, -0.043, -0.015], [-0.057, 0.019, 0.039], [0.100, -0.132, 0.197], [-0.148, 0.208, -0.050], [0.073, -0.088, -0.058], [-0.001, -0.001, 0.046], [0.036, 0.063, -0.029], [0.101, -0.433, -0.094], [0.116, -0.086, -0.066], [0.071, 0.107, -0.075], [-0.055, 0.046, 0.153], [-0.027, 0.008, 0.036], [-0.129, -0.112, -0.120], [0.037, -0.015, 0.047], [0.034, 0.009, 0.035], [0.086, -0.039, -0.027], [0.035, 0.020, -0.080], [-0.010, 0.053, -0.057], [-0.041, 0.035, 0.022], [-0.023, -0.017, -0.015], [-0.026, -0.041, -0.023], [-0.049, -0.070, 0.022], [0.038, 0.060, 0.083], [0.051, 0.042, -0.008], [0.015, -0.032, -0.040], [-0.043, 0.348, -0.056], [-0.073, 0.076, 0.081], [0.097, -0.064, -0.029], [0.112, -0.013, 0.041], [0.043, 0.052, 0.025], [-0.166, -0.067, -0.054], [0.088, 0.086, 0.045], [-0.014, 0.025, 0.007], [-0.025, -0.131, -0.126], [0.013, -0.043, 0.003], [0.037, 0.037, 0.043], [-0.070, -0.161, -0.088], [0.034, 0.008, 0.008], [0.005, -0.032, -0.029], [-0.054, -0.118, 0.074], [0.113, 0.301, 0.046], [-0.100, -0.019, 0.316], [-0.049, 0.048, 0.054], [0.018, 0.100, 0.016], [-0.043, 0.005, -0.087], [0.040, 0.031, 0.031], [0.001, 0.020, 0.007], [-0.042, 0.030, -0.017], [0.013, -0.050, -0.017], [-0.035, -0.096, -0.057], [-0.072, -0.029, 0.010], [0.028, 0.041, 0.018], [-0.105, -0.024, 0.089], [0.010, -0.018, 0.004], [-0.009, -0.013, -0.006], [-0.007, -0.003, 0.004], [-0.016, 0.024, 0.034], [0.030, 0.006, 0.040], [0.030, -0.019, -0.016], [-0.016, 0.013, -0.024], [-0.015, -0.002, 0.014], [-0.131, 0.097, 0.014], [0.081, -0.057, 0.011], [-0.006, -0.090, -0.021], [0.077, 0.006, -0.040], [-0.026, 0.103, 0.091], [-0.067, -0.016, -0.051], [0.030, 0.006, 0.035], [0.072, 0.167, 0.207], [0.002, 0.045, -0.056], [-0.144, -0.065, 0.096], [-0.139, 0.087, 0.200], [0.136, -0.044, 0.007], [0.074, -0.081, -0.252], [0.052, 0.049, 0.013], [-0.016, -0.204, -0.029], [-0.112, 0.104, -0.250], [0.016, -0.008, -0.025], [0.037, 0.013, -0.002], [0.001, 0.033, 0.017], [0.105, -0.013, -0.006], [-0.030, -0.018, 0.034], [-0.055, 0.001, -0.033], [-0.020, -0.024, -0.057], [0.007, 0.022, -0.080]], "mulliken_charge": [0.64, -1.50, -0.31, 0.03, 0.97, -0.15, 0.16, 0.61, -0.17, -1.39, -0.60, -0.24, 0.58, -0.12, -1.61, -0.69, -0.21, 0.42, -0.29, -0.97, -0.37, -0.97, 0.53, 0.44, 0.58, 0.41, 0.46, 0.53, 0.59, 0.56, 0.84, 0.51, 0.46, 0.48, -0.04, 0.06, -0.50, 0.71, -0.53, -0.45, 0.62, -0.55, 0.06, -0.06, -0.30, -0.45, 0.87, 0.63, -1.05, -0.97, 0.33, 0.75, -1.44, -0.17, -1.42, 0.47, 0.13, 0.17, 0.65, 0.67, 0.53, -1.06, 0.38, 0.45, 0.28, 0.01, 0.59, 0.33, 0.42, 0.30, -0.48, 1.15, -0.83, -0.42, -0.12, -0.47, -0.86, 1.23, -0.81, -0.69, 0.16, -0.17, -0.03, -0.41, -0.79, 1.06, 0.19, 0.19, 0.32, 0.52, 0.54, 0.31, 0.50, 0.33]}



{"formula": "C35H37AsClN6O6S6Y", "method": "ωB97M-V with the def2-TZVPD basis set", "orbital_gap_ev": 5.04, "de_lowest_kcal_mol": 54.3, "fmax_ev_per_a": 1.86, "lumo_ha": 0.133, "total_charge": -2, "symbols": ["Y", "O", "C", "N", "C", "C", "C", "C", "C", "C", "N", "C", "O", "C", "C", "C", "C", "C", "N", "C", "C", "C", "C", "C", "N", "H", "H", "H", "H", "H", "H", "H", "H", "H", "H", "H", "H", "S", "C", "S", "C", "C", "S", "S", "S", "C", "N", "C", "C", "S", "N", "C", "C", "H", "H", "H", "H", "H", "H", "H", "H", "H", "H", "H", "H", "O", "Cl", "O", "O", "O", "C", "As", "C", "C", "C", "C", "C", "C", "C", "C", "H", "H", "H", "H", "H", "H", "H", "H", "H", "H", "H", "H", "H"], "positions_angstrom": [[-0.639246, -0.620023, -0.725321], [-1.093696, -2.255966, -4.894370], [-0.703360, -1.689304, -3.867242], [-0.924219, -1.992784, -2.593599], [-1.469965, -3.222518, -2.217832], [-2.428859, -3.946666, -2.919300], [-2.832998, -5.194463, -2.464418], [-2.284453, -5.731075, -1.310612], [-1.323662, -5.021603, -0.601145], [-0.920112, -3.763561, -1.030488], [0.015412, -2.944229, -0.368791], [1.186200, -3.446329, 0.007066], [1.604306, -4.610205, -0.028852], [2.131490, -2.348512, 0.443742], [3.433484, -2.353854, -0.051314], [4.275650, -1.307490, 0.270233], [3.813274, -0.325549, 1.136310], [2.515797, -0.419228, 1.607558], [1.671491, -1.388766, 1.251151], [0.318942, -0.578091, -4.022047], [0.443684, 0.077951, -5.242882], [1.489559, 0.957888, -5.427616], [2.431623, 1.089438, -4.414962], [2.246836, 0.371822, -3.246669], [1.200679, -0.421516, -3.023971], [-2.847207, -3.523522, -3.819503], [-3.571069, -5.757118, -3.025604], [-2.600851, -6.706131, -0.956229], [-0.873020, -5.449010, 0.283475], [3.737840, -3.162339, -0.701133], [5.274153, -1.249019, -0.147010], [4.439185, 0.505905, 1.430039], [2.125268, 0.323548, 2.291050], [-0.298065, -0.109801, -6.005169], [1.582705, 1.522712, -6.347725], [3.284244, 1.748524, -4.522029], [2.972152, 0.431234, -2.444564], [-6.892804, 2.655340, -3.758478], [-5.548607, 1.907042, -3.143402], [-3.931182, 2.386037, -3.504233], [-3.081053, 1.208617, -2.517923], [-3.862274, 0.337110, -1.838832], [-3.396654, -0.968580, -0.807034], [-5.594381, 0.562005, -2.064450], [-1.355223, 1.352810, -2.526654], [0.210515, 4.592211, -1.740785], [1.650950, 4.759519, -1.649607], [2.189295, 5.937849, -2.295219], [2.431148, 3.780234, -1.154339], [1.899882, 2.260700, -0.757717], [3.780874, 4.176681, -0.963373], [3.936589, 5.043958, 0.198988], [4.742556, 3.087268, -0.941501], [-0.239463, 5.556567, -1.978328], [-0.185146, 4.242340, -0.792994], [-0.062270, 3.862255, -2.502327], [1.769380, 6.019786, -3.301216], [3.270356, 5.860410, -2.365336], [1.924484, 6.844988, -1.741472], [3.173307, 5.819749, 0.194685], [4.921888, 5.513676, 0.162657], [3.848591, 4.476686, 1.135781], [4.612784, 2.481520, -1.835724], [4.620693, 2.437093, -0.068292], [5.747284, 3.516527, -0.937306], [-0.806493, 3.315374, 1.246389], [-1.065901, 1.920234, 1.424273], [-1.559349, 1.714116, 2.756837], [-2.017261, 1.443066, 0.465874], [0.156148, 1.163958, 1.250258], [-1.498050, -3.253960, 2.298383], [-1.395782, -1.308662, 2.066245], [-3.237182, -1.032188, 2.708581], [-0.340570, -0.996173, 3.755410], [-1.107690, -1.173128, 5.015445], [-1.073375, -2.364145, 5.739868], [-1.792092, -2.500253, 6.919983], [-2.562256, -1.451056, 7.396943], [-2.594860, -0.254641, 6.690626], [-1.877761, -0.117562, 5.515149], [-1.873388, -3.526392, 3.286891], [-0.520226, -3.707143, 2.141477], [-2.176142, -3.644945, 1.540401], [-3.412547, -1.583110, 3.633349], [-3.895507, -1.403250, 1.924560], [-3.436089, 0.026424, 2.858678], [0.036636, 0.021911, 3.679026], [0.487178, -1.701503, 3.682334], [-0.467044, -3.189526, 5.384834], [-1.736509, -3.427577, 7.478498], [-3.125008, -1.557721, 8.316565], [-3.173675, 0.580589, 7.066591], [-1.899871, 0.806531, 4.950752]], "atomic_forces_ev_per_a": [[-0.032, -0.028, -0.462], [-0.006, 0.139, -0.068], [-0.038, -0.181, 0.133], [-0.055, 0.034, 0.025], [0.208, -0.250, -0.011], [-0.057, 0.011, -0.033], [-0.005, -0.007, -0.019], [-0.001, -0.059, 0.030], [0.014, -0.001, 0.057], [-0.187, -0.151, -0.312], [0.024, 0.326, -0.019], [-0.193, 0.130, -0.127], [0.083, 0.001, 0.059], [0.185, -0.083, 0.045], [0.071, -0.018, -0.042], [-0.083, -0.007, 0.059], [0.033, -0.061, 0.049], [0.162, 0.082, 0.125], [0.051, -0.017, -0.358], [0.321, -0.286, -0.117], [0.018, 0.046, -0.035], [-0.052, -0.110, 0.068], [0.040, 0.050, 0.001], [0.114, 0.031, -0.016], [-0.165, 0.097, 0.007], [0.040, 0.010, -0.011], [-0.036, 0.041, 0.022], [0.023, -0.006, -0.017], [0.027, 0.026, 0.011], [-0.028, -0.022, 0.012], [0.011, -0.033, 0.015], [-0.029, 0.023, 0.018], [-0.045, 0.052, -0.073], [-0.027, -0.040, 0.027], [0.012, -0.015, -0.013], [0.029, -0.033, 0.028], [-0.019, 0.055, 0.003], [-0.317, 0.149, -0.149], [0.432, -0.220, 0.183], [-0.355, -0.235, 0.234], [-0.210, 0.142, 0.048], [-0.130, 0.230, -0.226], [0.067, -0.369, 0.221], [0.212, 0.288, -0.215], [0.166, 0.187, -0.135], [-0.166, -0.109, 0.016], [0.196, 0.078, 0.050], [0.040, 0.077, -0.032], [0.012, -0.302, -0.075], [0.131, 0.664, -0.064], [0.008, -0.158, 0.105], [0.072, 0.069, -0.079], [-0.011, 0.055, -0.012], [0.072, 0.007, -0.011], [-0.054, -0.134, 0.084], [-0.029, -0.062, -0.039], [-0.018, 0.015, 0.010], [-0.045, 0.034, -0.011], [0.009, 0.001, -0.019], [0.025, 0.018, 0.016], [-0.015, 0.035, 0.044], [-0.031, -0.010, -0.018], [0.054, -0.055, 0.024], [0.003, 0.001, -0.002], [-0.009, 0.029, -0.017], [0.122, 0.161, -0.167], [-0.449, 1.390, 0.583], [-0.032, -0.195, 0.334], [-0.154, -0.274, -0.205], [0.553, -0.607, -0.315], [0.047, -0.065, -0.092], [-0.804, -1.022, 1.335], [0.122, 0.100, -0.017], [-0.035, 0.123, -0.495], [-0.013, 0.041, 0.120], [-0.004, 0.043, -0.010], [-0.020, -0.037, 0.049], [0.003, 0.008, 0.053], [0.009, 0.030, 0.009], [0.077, -0.060, -0.038], [-0.029, 0.151, 0.012], [0.015, 0.016, -0.016], [0.004, -0.023, 0.008], [0.057, 0.010, 0.001], [0.034, 0.026, -0.021], [0.007, 0.005, -0.035], [0.059, -0.039, -0.014], [0.012, 0.042, -0.011], [0.009, 0.019, -0.047], [-0.035, -0.020, -0.031], [0.011, -0.007, 0.006], [-0.041, -0.011, -0.028], [-0.043, 0.025, 0.038]], "mulliken_charge": [-0.55, -0.80, -0.06, 0.64, -0.06, -0.66, -0.65, -0.89, -0.20, -0.24, 1.54, -0.07, -0.77, 0.44, -1.12, -0.59, -0.72, -0.54, 0.29, 0.32, -0.71, -0.50, -0.85, -0.44, 0.18, 0.49, 0.35, 0.35, 0.47, 0.52, 0.37, 0.54, 0.48, 0.46, 0.38, 0.38, 0.77, -0.39, 0.14, -0.14, -0.27, 0.31, -0.30, -0.17, 0.00, -0.89, 0.35, -1.24, -0.78, 0.75, 0.09, -1.05, -0.78, 0.40, 0.16, 0.31, 0.42, 0.41, 0.33, 0.33, 0.36, 0.27, 0.23, 0.20, 0.35, -0.79, 1.59, -0.70, -0.44, -0.45, -1.53, 1.46, -1.45, -1.22, 0.07, -0.10, -0.74, -0.38, -0.79, -0.23, 0.67, 0.37, 0.36, 0.44, 0.50, 0.28, 0.54, 0.57, 0.41, 0.36, 0.37, 0.39, 0.49]}